1.
DFT (ωB97M-V with the def2-TZVPD basis set) results for a molecular structure, C5H5NO2 in a non-equilibrium geometry.

CARTESIAN COORDINATES (ANGSTROEM)
H (-0.6168, 1.1688, -1.4783)
C (-1.4000, 0.1258, 0.4566)
O (-1.2083, -1.0883, -0.2755)
H (-1.7489, -0.0532, 1.4867)
O (0.1735, 1.7071, -0.6952)
H (0.0031, 1.3183, 1.2425)
C (0.0434, -1.4060, -0.4645)
N (3.5196, -0.1188, -0.0270)
H (-2.2499, 0.7515, 0.0087)
C (0.9124, -0.4620, 0.0901)
H (0.2564, -2.3761, -0.9191)
C (-0.0194, 0.7306, 0.3649)
C (2.3349, -0.2978, 0.2100)

Cartesian forces (eV/Å) of the 2 atoms listed first:
H 4.00 3.03 2.94
C -0.50 0.46 -0.92

Output
orbital gap: 0.3497 hartree
LUMO energy: 0.33 eV
multiplicity: 1
energy above the lowest of the compared OMol25 structures with the same formula, charge and spin: 89.6 kcal/mol
energy: -10847.4290 eV

***

2.
DFT (ωB97M-V with the def2-TZVPD basis set) results for 2 unconnected molecules or ions with the total composition C5H5NO2 in a non-equilibrium geometry.

CARTESIAN COORDINATES (ANGSTROEM)
H (-2.4065, 2.3004, -0.4974)
O (3.0407, 0.6940, 0.1000)
O (0.8738, 0.9141, -2.0683)
C (0.9345, -2.3373, 0.7523)
H (-1.8233, 1.6719, 1.0600)
C (2.3848, -0.2555, 0.2968)
H (-2.8593, 0.6613, 0.0445)
C (-2.0645, 1.4065, 0.0297)
H (0.7061, -3.0300, -0.0447)
C (1.6681, -1.2673, 0.5499)
N (-0.9333, 0.8255, -0.5921)
H (0.5159, -2.5673, 1.7243)
C (-0.0371, 0.9837, -1.3548)

Cartesian forces (eV/Å) of the 2 atoms listed first:
H -0.02 -0.10 0.06
O -0.08 -0.21 0.05

Output
orbital gap: 0.3014 hartree
LUMO energy: -0.55 eV
structure (SMILES): C=C=C=O.CN=C=O
multiplicity: 1
energy above the lowest of the compared OMol25 structures with the same formula, charge and spin: 71.9 kcal/mol
energy: -10848.1991 eV

***

3.
DFT (ωB97M-V with the def2-TZVPD basis set) results for C5H5NO2 in the gas phase in a non-equilibrium geometry.

CARTESIAN COORDINATES (ANGSTROEM)
O (1.1020, -0.8867, -0.9537)
O (1.3613, -2.3117, 0.8439)
N (-1.0328, 0.1631, 1.7089)
C (1.0036, -1.2365, 0.3456)
H (-1.2486, 1.6129, -1.4886)
H (0.8830, 0.8006, 0.8802)
C (0.4862, 0.3185, -1.4296)
H (-0.9989, 1.1122, 2.0490)
H (-1.2917, -1.0125, 0.0169)
C (-0.9778, 0.0037, 0.2234)
H (1.1452, 0.7538, -2.1332)
C (0.2582, -0.0959, 0.9624)
C (-0.6896, 0.7786, -1.0252)

Cartesian forces (eV/Å) of the 2 atoms listed first:
O 0.36 0.75 -0.69
O -0.59 2.98 -2.21

Output
orbital gap: 0.3726 hartree
LUMO energy: 0.77 eV
structure (SMILES): O=C1OC=C[C@@H]2N[C@@H]12
multiplicity: 1
energy above the lowest of the compared OMol25 structures with the same formula, charge and spin: 100.8 kcal/mol
energy: -10846.9436 eV

***

> Which of these has the highest LUMO energy?

number 3

***

Copy entry 1 word for word.
DFT (ωB97M-V with the def2-TZVPD basis set) results for a molecular structure, C5H5NO2 in a non-equilibrium geometry.

CARTESIAN COORDINATES (ANGSTROEM)
H (-0.6168, 1.1688, -1.4783)
C (-1.4000, 0.1258, 0.4566)
O (-1.2083, -1.0883, -0.2755)
H (-1.7489, -0.0532, 1.4867)
O (0.1735, 1.7071, -0.6952)
H (0.0031, 1.3183, 1.2425)
C (0.0434, -1.4060, -0.4645)
N (3.5196, -0.1188, -0.0270)
H (-2.2499, 0.7515, 0.0087)
C (0.9124, -0.4620, 0.0901)
H (0.2564, -2.3761, -0.9191)
C (-0.0194, 0.7306, 0.3649)
C (2.3349, -0.2978, 0.2100)

Cartesian forces (eV/Å) of the 2 atoms listed first:
H 4.00 3.03 2.94
C -0.50 0.46 -0.92

Output
orbital gap: 0.3497 hartree
LUMO energy: 0.33 eV
multiplicity: 1
energy above the lowest of the compared OMol25 structures with the same formula, charge and spin: 89.6 kcal/mol
energy: -10847.4290 eV